(1)
C26H31N9O2S3SiTa | wB97M-V/def2-TZVPD

Each line ends with the Löwdin charge.
Element x y z (Å)
C 2.04 -0.61 1.70  -0.212
H 0.84 4.43 2.72  0.127
H -4.60 4.60 1.50  0.044
O 0.92 -2.77 -0.52  -0.266
C 0.36 2.56 1.83  -0.096
C 0.19 -1.15 -4.71  -0.048
N -0.34 -1.67 -3.60  0.177
Si -3.09 4.89 -0.43  0.525
C -2.71 6.69 -0.19  -0.168
H -3.21 -3.68 -0.69  0.126
C -3.11 4.42 -2.24  -0.179
H -3.04 -1.42 5.01  0.148
H 2.57 -0.97 4.33  0.101
C -2.55 -4.37 -1.21  -0.034
C -0.30 -5.03 -1.95  -0.031
H -2.88 7.02 0.83  0.047
H -2.15 -8.14 -3.54  0.133
C 1.10 -0.90 2.80  -0.209
N -1.08 -0.99 3.45  0.045
H 1.85 0.77 -1.24  0.092
C -1.41 2.56 0.32  -0.666
N -0.96 -1.30 -1.35  -0.263
C -2.38 -0.77 3.18  -0.706
C -3.07 -5.48 -1.80  0.009
H -3.58 3.46 -2.42  0.015
H 0.95 -1.05 4.95  0.100
H 1.03 1.89 -3.52  0.132
S -0.52 -2.75 -0.61  0.695
H -3.36 7.29 -0.83  0.052
N 1.48 -0.06 0.59  -0.026
C 0.20 3.90 2.04  -0.006
H -5.52 4.86 0.02  0.051
H -0.18 -6.83 -3.06  0.131
Ta -0.75 -0.18 0.32  1.514
C 0.64 0.88 -3.57  -0.075
N -0.14 -0.68 2.50  -0.039
C -0.82 4.57 1.34  -0.007
H -4.26 -0.95 3.89  0.138
C -2.23 -6.39 -2.48  -0.261
C -1.67 3.92 0.44  -0.185
N -3.28 -1.08 4.09  0.183
S -2.84 -0.05 1.70  0.759
H 1.65 -2.46 4.14  0.133
H -2.10 4.41 -2.67  0.039
C -0.83 -6.13 -2.54  0.011
C -4.65 4.36 0.44  -0.159
C -1.16 -4.13 -1.26  -0.351
H -3.68 5.17 -2.78  0.050
H -1.68 6.94 -0.47  0.047
C 4.23 -0.53 0.75  0.037
C 1.58 -1.37 4.13  0.035
N -0.45 1.90 0.98  -0.169
H 0.76 -4.84 -2.00  0.125
C 3.68 0.09 -0.35  0.026
H 4.28 0.41 -1.19  0.137
C -0.35 -0.87 -2.56  -0.478
S -2.25 1.40 -0.73  0.677
H -0.79 -1.50 4.27  0.157
C 3.38 -0.87 1.81  0.052
H -3.72 -7.68 -3.02  0.133
H -0.94 5.63 1.51  0.116
N -2.73 -7.48 -3.06  0.192
O -1.19 -2.29 0.68  -0.461
H 1.05 0.58 -5.67  0.126
H 3.79 -1.33 2.70  0.132
H 1.13 1.99 2.33  0.112
C 0.66 0.16 -4.75  0.004
H -4.81 3.28 0.34  0.027
C 2.31 0.30 -0.39  -0.063
H 5.29 -0.74 0.81  0.143
H -4.14 -5.68 -1.75  0.130
H 0.23 -1.79 -5.58  0.132
N 0.15 0.35 -2.44  0.046

Gap between HOMO and LUMO (eV): 5.976
E (eV): -86886.23708
E_LUMO (Eh): -0.3475
Charge: +3
Relative energy (zero: lowest compared OMol25 entry of this formula, charge and spin) (kJ/mol): 52.5



(2)
C33H29NO7P2RuS4 | wB97M-V/def2-TZVPD

Each line ends with the Mulliken spin population.
Element x y z (Å)
C -5.55 -2.10 0.89  0.005
S -1.93 1.72 1.28  0.202
H 4.06 3.38 3.25  0.000
H 1.28 6.91 1.25  -0.001
C 1.49 -3.54 -1.79  -0.005
H -2.42 -1.25 -3.59  -0.003
C -2.53 -2.15 -3.01  0.002
C 2.58 -4.26 -1.32  0.001
C 1.22 -2.13 4.03  0.005
C 3.47 4.18 2.83  -0.005
C 1.89 6.16 1.73  0.001
O 0.76 6.09 -0.84  0.007
H 1.07 -3.90 2.82  0.000
C -0.41 -0.94 2.11  0.004
H -6.56 -2.49 0.95  0.000
O 3.49 1.47 2.21  0.005
C -0.02 -2.27 1.98  0.001
C 3.41 -3.72 -0.35  0.002
H 1.23 3.40 -5.45  0.000
H 1.16 -0.23 5.02  -0.001
C 3.18 -2.44 0.13  0.002
C 0.67 3.73 -4.58  0.009
S 0.90 4.74 -0.33  -0.004
H -2.53 -2.39 2.41  0.003
O 1.64 3.85 -1.23  0.052
H 0.84 -3.94 -2.55  0.000
H 1.90 -0.72 0.06  -0.054
H -4.61 -4.79 -2.60  0.000
H 1.14 4.62 -4.15  0.001
O -0.37 4.14 0.10  0.073
C -2.97 -1.05 0.79  0.018
H 3.83 -2.01 0.88  0.000
C -3.75 -4.15 -2.46  0.003
C -3.29 -2.04 1.72  0.012
H -2.84 -5.41 -0.98  0.000
H 2.60 2.22 -3.94  -0.002
Ru 0.27 1.99 -0.45  3.714
C 1.92 4.90 1.15  0.004
C -3.62 -2.98 -3.19  -0.002
C 0.82 -0.81 4.17  0.001
H -4.39 -2.70 -3.90  0.000
S 0.31 -0.63 -3.68  0.017
O 2.66 1.73 -0.04  0.059
H -0.35 3.98 -4.86  -0.001
N 1.79 1.95 -3.43  0.013
H 4.25 -4.30 0.03  0.000
C -4.57 -2.56 1.77  -0.002
H -0.32 0.81 3.33  -0.003
H -5.98 -0.77 -0.74  0.000
O 1.12 1.92 1.79  0.062
O -0.33 2.52 -2.77  0.062
C -2.76 -4.50 -1.55  0.001
C 2.09 -1.71 -0.32  0.043
H 4.05 5.64 4.28  0.000
C 2.70 3.89 1.70  0.019
H 1.87 -2.59 4.76  0.000
C -0.48 -0.01 -0.71  0.714
C 0.66 2.68 -3.50  -0.015
C 2.64 6.43 2.86  0.000
H -4.82 -3.32 2.49  0.000
P -1.40 -0.13 0.80  -0.076
H -3.69 0.18 -0.81  -0.009
S 2.52 2.12 1.37  -0.021
C 0.78 -2.87 2.93  -0.001
C 3.45 5.44 3.40  0.000
C -1.66 -3.68 -1.37  0.004
H -0.88 -3.98 -0.68  -0.002
H 2.77 -5.25 -1.72  0.000
H 2.60 7.42 3.31  0.000
C 1.23 -2.27 -1.26  0.024
H -0.34 -2.83 1.11  -0.009
C -1.54 -2.49 -2.09  0.018
H 1.94 1.36 -2.63  0.004
C -3.95 -0.60 -0.10  0.031
C -5.23 -1.12 -0.04  0.002
C 0.00 -0.22 3.23  -0.009
P -0.17 -1.29 -1.90  0.027

Gap between HOMO and LUMO (spin up / spin down) (eV): 7.345 / 6.955
E (eV): -115017.49996
E_LUMO (spin up / spin down) (Eh): 0.0935 / 0.0623
Spin multiplicity: 6
Charge: -1
Relative energy (zero: lowest compared OMol25 entry of this formula, charge and spin) (kJ/mol): 100.3



Q: The lowest charge belongs to which entry?
A: C33H29NO7P2RuS4



Q: charge of number 1 (C26H31N9O2S3SiTa)?
A: +3



Q: Among the records above, which one has the lowest E?
A: C33H29NO7P2RuS4